DFT (ωB97M-V/def2-TZVPD) results for a structure of composition C2H3LiO2Rh at a distorted geometry.

The calculation puts the gap between HOMO and LUMO (spin up / spin down) at 6.68 / 7.02 eV. Its total charge is +2. Its spin multiplicity is 6. As for the total energy: -345.6432 hartree. As for the HOMO energy (spin up / spin down): -15.65 / -20.43 eV. The LUMO energy (spin up / spin down) comes out at -8.969 / -13.405 eV. The value obtained for the energy above the lowest of the compared OMol25 structures with the same formula, charge and spin is 8.2 kcal/mol.

Last column: natural (NBO) charge in e.
Geometry (Å):
H 0.397 -2.087 -1.208  0.5506
O 0.903 -1.874 -0.393  -0.5344
C 0.750 -0.549 -0.133  0.2524
C -0.470 -0.057 0.157  0.1996
O -0.682 1.265 0.393  -0.8483
Rh -1.580 2.474 -0.662  0.9066
Li 0.394 1.452 1.845  0.9823
H 1.613 0.107 -0.289  0.2334
H -1.326 -0.730 0.289  0.2579